## 1
Density functional theory data (ωB97M-V/def2-TZVPD) for a molecular structure, C24H23NO6.

Values from the calculation:
Net charge: 0

Structure (XYZ):
```
54
C24H23NO6, DFT ωB97M-V/def2-TZVPD
C -0.1582 -2.1466 1.9396
C 0.0104 -0.7917 1.2599
C -0.8447 0.3513 1.3930
C -0.4785 1.3026 0.5843
C 0.6517 0.7079 -0.1667
N 0.7895 -0.4825 0.4312
C 1.8705 -1.3425 0.1681
H 1.6044 -2.2286 -0.2414
H 2.3038 -0.8390 -1.0490
C 3.1297 -1.2306 1.0450
C 4.0785 -2.0631 0.7615
H 3.5883 -3.1619 0.6125
O 4.7316 -2.2235 -0.6361
C 5.1288 -0.6492 -0.6714
C 5.9812 -0.4657 -1.8678
C 6.3553 0.8144 -1.8151
C 6.0280 1.7006 -1.0519
C 5.0620 1.5360 -0.0055
C 4.7431 0.4003 0.0452
O 3.6907 0.1224 1.2262
H 4.6924 2.3604 0.4805
H 6.2237 2.9681 -1.0938
H 7.1063 1.1751 -2.6888
H 6.2624 -1.2110 -2.1924
H 4.9126 -2.0616 1.2774
H 2.7565 -1.3156 2.0441
C 1.4922 1.4115 -0.9964
H 1.0737 2.7260 -1.2366
H 1.4888 0.9975 -1.8139
H 2.5168 1.7192 -0.5262
C -1.1255 2.7494 0.3957
O -0.6269 3.5646 -0.2100
C -2.5244 2.8367 1.0291
H -2.5145 2.7781 2.0754
O -3.3941 1.5951 0.7287
C -4.4316 2.0428 0.0320
O -4.8546 2.9240 -0.5360
C -5.1458 0.5733 -0.0305
C -4.5418 -0.6272 -0.0496
C -5.3009 -1.7191 -0.2606
C -6.3954 -1.8944 -0.7182
C -7.2357 -0.5194 -0.8781
C -6.5305 0.5367 -0.8007
H -6.9456 1.3957 -0.9846
H -8.1992 -0.5277 -1.5982
O -7.0037 -3.0141 -1.1837
H -6.5426 -3.8351 -0.9208
H -4.5703 -2.9468 -0.1408
H -3.4934 -0.6037 0.2261
H -3.1430 3.7604 0.6286
H -1.8414 0.3237 2.0041
H -0.2478 -2.8670 1.0267
H -0.9101 -2.1566 2.3765
H 0.7268 -2.4497 2.5737
```

## 2
Density functional theory data (ωB97M-V/def2-TZVPD) for 3 unconnected molecules or ions with the total composition C24H23NO6.

Values from the calculation:
Net charge: 0
Structure (SMILES): [H]/N=C\Cc1ccc2c(c1)C(=O)c1ccccc1C2=O.O=C1CCCO1.O=C1CCCO1

Structure (XYZ):
```
54
C24H23NO6, DFT ωB97M-V/def2-TZVPD
N -5.0765 0.1173 -2.2499
C -4.5553 -0.9782 -1.9028
C -3.9743 -2.0101 -2.8410
C -2.5979 -2.4068 -2.3607
C -2.3426 -3.5393 -1.5940
C -1.0532 -3.8306 -1.1485
C -0.0068 -2.9677 -1.4619
C -0.2748 -1.8260 -2.2197
C -1.5479 -1.5446 -2.6765
C 0.8400 -0.8845 -2.5220
O 0.8745 -0.2486 -3.5387
C 1.8871 -0.8062 -1.4820
C 2.5523 0.3889 -1.2474
C 3.5285 0.4232 -0.2616
C 3.8411 -0.7308 0.4583
C 3.1740 -1.9296 0.2212
C 2.1785 -1.9641 -0.7484
C 1.3986 -3.1961 -1.0301
O 1.8645 -4.3000 -0.9289
H -5.0843 0.1714 -3.2694
H -4.4325 -1.2036 -0.8470
H -3.8422 -1.5739 -3.8275
H -4.6311 -2.8739 -2.9141
H -3.1465 -4.2143 -1.3357
H -0.8532 -4.7085 -0.5536
H -1.7371 -0.6546 -3.2571
H 2.2780 1.2537 -1.8297
H 4.0508 1.3474 -0.0711
H 4.5979 -0.7095 1.2268
H 3.4261 -2.8178 0.7783
O -0.1639 1.9243 1.1685
C -0.8367 2.2314 0.2252
O -0.3164 2.6461 -0.9559
C -1.3785 3.0282 -1.8610
C -2.6154 2.2978 -1.3509
C -2.3478 2.2442 0.1488
H -1.4888 4.1140 -1.8218
H -1.0965 2.7404 -2.8711
H -3.5496 2.7847 -1.6195
H -2.6417 1.2844 -1.7493
H -2.7093 3.1349 0.6646
H -2.7571 1.3558 0.6212
O 4.2666 0.9899 6.4595
C 3.5490 1.3040 5.5565
O 4.0230 1.7441 4.3663
C 2.9337 2.1388 3.5106
C 1.7188 1.3935 4.0383
C 2.0316 1.3067 5.5318
H 2.8185 3.2227 3.5781
H 3.1793 1.8761 2.4885
H 0.7803 1.8875 3.7998
H 1.6858 0.3908 3.6100
H 1.6823 2.1839 6.0785
H 1.6431 0.4065 5.9988
```

It is 2 that is the most stable of them.